# 1
DFT (wB97M-V/def2-TZVPD) results for a cluster of 2 separate species, C4H8N3 in total at a distorted geometry.

As for the total energy: -8737.9794 eV. As for the net charge: +1.

```
15
Properties=species:S:1:pos:R:3:mulliken_charge:R:1
H -1.50 1.79 -0.91 0.2188
H -1.13 -2.46 -2.84 0.2757
H 3.33 0.49 2.07 0.2912
C -1.36 -2.51 -1.71 -0.5886
N 0.33 1.61 1.59 -0.2738
H -0.31 2.03 2.17 0.2402
C 2.84 1.18 1.53 -0.7651
H 3.47 1.72 0.99 0.3388
H -0.49 -2.82 -1.13 0.3131
N -1.60 -1.26 -1.21 0.0100
H -2.33 -3.11 -1.74 0.2322
N -1.21 0.97 -0.36 -0.6715
H -0.29 1.23 0.70 0.3720
C -1.29 -0.19 -0.85 0.3631
C 1.56 1.33 1.70 0.6440
```


# 2
DFT (wB97M-V/def2-TZVPD) results for a structure of composition C4H8N3 at a distorted geometry.

As for the total energy: -8737.8443 eV. As for the net charge: +1.

```
15
Properties=species:S:1:pos:R:3:mulliken_charge:R:1
N 1.37 1.01 0.33 -0.5724
H -2.40 1.70 0.02 0.2135
N -0.86 0.31 -0.10 0.1000
H 1.20 -1.63 -0.92 0.2128
H 2.95 -0.26 1.06 0.2236
H -1.70 -1.66 -0.40 0.3691
C -1.35 1.48 -0.20 -0.0724
H -1.27 -1.21 1.15 0.3947
H 3.15 0.18 -0.68 0.3108
C -1.78 -0.85 0.29 -0.9033
H -0.76 2.29 -0.45 0.3427
H -2.72 -0.56 0.20 0.3522
C 0.48 0.12 -0.03 0.5129
C 2.38 -0.02 0.04 -0.2403
N 1.32 -0.88 -0.31 -0.2438
```


# 3
DFT (wB97M-V/def2-TZVPD) results for the ion C4H8N3O with charge +1 at a distorted geometry.

As for the total energy: -10786.5680 eV. As for the net charge: +1. The SMILES is CO/C(N)=[N+](\C)C#N.

```
16
Properties=species:S:1:pos:R:3:mulliken_charge:R:1
H 1.23 2.06 -0.28 0.2833
H -0.37 2.16 -0.77 0.1519
H 1.58 -2.59 0.43 0.4006
C -2.15 0.86 -0.01 -0.8611
N 3.42 -0.24 -0.33 -0.3411
C 0.09 0.25 -0.12 0.9142
N 0.34 1.51 -0.39 -0.3583
C 2.30 -0.42 -0.15 0.3453
H -2.01 1.35 1.06 0.3839
H -3.19 0.62 -0.18 0.3094
C 0.59 -2.05 0.37 -1.0165
O -1.10 -0.19 -0.22 -0.3017
H -1.97 1.76 -0.55 0.3366
N 1.01 -0.64 0.23 -0.0206
H 0.25 -2.11 1.33 0.3996
H -0.01 -2.31 -0.41 0.3745
```


Which LUMO level belongs to each record? In order, -4.02 -5.64 -3.70 eV.